# 1
DFT (wB97M-V/def2-TZVPD) results for a single C4H6O2 molecule.

Each line ends with the Löwdin charge.
Geometry (Å):
O1 1.8321 1.3253 1.0087  -0.06
C1 2.0678 0.2626 0.1042  -0.27
C2 0.7831 -0.3645 -0.2396  0.01
C3 -0.3906 -0.6476 -0.2257  0.00
C4 -1.8562 -0.7122 -0.1588  -0.28
O2 -2.4414 0.5016 -0.5860  -0.06
H1 1.0893 1.0476 1.5619  0.09
H2 2.7624 -0.4740 0.5340  0.12
H3 2.5396 0.6998 -0.7806  0.12
H4 -2.2494 -1.5745 -0.7131  0.12
H5 -2.1495 -0.8352 0.8895  0.12
H6 -1.9872 0.7712 -1.3944  0.09

Computed properties:
- HOMO energy (eV) = -10.0
- SMILES = OCC#CCO
- gap between HOMO and LUMO (eV) = 10.779
- electronic energy (eV) = -8337.632

# 2
DFT (wB97M-V/def2-TZVPD) results for a single C4H6O2 molecule.

Each line ends with the Löwdin charge.
Geometry (Å):
O1 1.5883 -0.0676 -0.9783  -0.01
C1 0.8864 0.2621 0.1856  -0.27
C2 -0.4696 0.9647 -0.0045  -0.20
C3 -1.0520 -0.3394 -0.5762  -0.03
C4 -0.2549 -0.6581 0.7005  -0.20
O2 -0.8295 0.5227 1.3487  -0.06
H1 2.2844 -0.6907 -0.7377  0.10
H2 1.5280 0.6942 0.9617  0.15
H3 -0.6906 2.0022 -0.2627  0.15
H4 -2.1347 -0.4494 -0.4962  0.11
H5 -0.6360 -0.6896 -1.5219  0.11
H6 -0.2181 -1.5793 1.2874  0.14

Computed properties:
- HOMO energy (eV) = -9.6
- gap between HOMO and LUMO (eV) = 10.381
- electronic energy (eV) = -8337.079

# 3
DFT (wB97M-V/def2-TZVPD) results for a single C4H6O2 molecule.

Each line ends with the Löwdin charge.
Geometry (Å):
C1 -0.4536 -1.7802 0.5705  0.06
C2 0.6659 -1.0512 0.5022  -0.09
C3 0.8140 0.2894 -0.1289  -0.36
O1 1.9143 0.8430 -0.0692  0.07
C4 -0.3753 0.9970 -0.7651  -0.20
O2 -0.9189 1.9690 0.1122  -0.05
H1 -1.4054 -1.4640 0.1598  0.06
H2 -0.4405 -2.7444 1.0718  0.06
H3 1.5826 -1.4246 0.9516  0.11
H4 -1.1620 0.3004 -1.0587  0.11
H5 -0.0358 1.4926 -1.6810  0.13
H6 -0.1853 2.5732 0.3349  0.10

Computed properties:
- HOMO energy (eV) = -9.9
- SMILES = C=CC(=O)CO
- gap between HOMO and LUMO (eV) = 9.939
- electronic energy (eV) = -8338.958

# 4
DFT (wB97M-V/def2-TZVPD) results for a 2-piece molecular cluster, C4H6O2 overall.

Each line ends with the Löwdin charge.
Geometry (Å):
O1 2.4726 -1.7388 0.4215  0.12
C1 2.4161 -0.9663 -0.4071  0.02
O2 1.2162 0.6593 0.1245  -0.14
C2 -0.0383 0.1902 0.5612  -0.39
C3 -0.9995 -0.3990 -0.4252  -0.11
C4 -1.2382 0.9782 0.1420  -0.10
H1 1.6269 0.2252 -0.7555  0.03
H2 -0.0526 -0.2243 1.5753  0.15
H3 -0.6696 -0.4562 -1.4588  0.10
H4 -1.6458 -1.2146 -0.1124  0.10
H5 -1.0323 1.8228 -0.5079  0.11
H6 -2.0557 1.1234 0.8425  0.10

Computed properties:
- HOMO energy (eV) = -9.6
- gap between HOMO and LUMO (eV) = 10.723
- electronic energy (eV) = -8337.508

# 5
DFT (wB97M-V/def2-TZVPD) results for a 2-piece molecular cluster, C4H6O2 overall.

Each line ends with the Löwdin charge.
Geometry (Å):
C1 0.3599 -0.3702 -1.5110  0.05
C2 -0.6972 -0.2082 -0.7371  -0.40
C3 -1.6689 0.5134 0.0308  -0.03
O1 -1.5853 -0.9497 -0.0395  0.02
H1 0.7073 -1.3613 -1.7804  0.07
H2 0.8846 0.4976 -1.8915  0.07
H3 -1.3939 0.9374 0.9955  0.11
H4 -2.5467 0.9358 -0.4537  0.11
C4 1.4845 -0.0033 1.3441  -0.17
O2 1.5979 1.1812 1.5379  -0.01
H5 2.2910 -0.6111 0.8899  0.09
H6 0.5668 -0.5616 1.6150  0.08

Computed properties:
- HOMO energy (eV) = -9.6
- SMILES = C=C1CO1.C=O
- gap between HOMO and LUMO (eV) = 10.523
- electronic energy (eV) = -8337.005

# 6
DFT (wB97M-V/def2-TZVPD) results for a single C4H6O2 molecule.

Each line ends with the Löwdin charge.
Geometry (Å):
O1 -1.8464 0.0275 1.7578  0.08
C1 -1.2128 -0.3664 0.8147  -0.26
C2 -0.6653 0.4904 -0.2816  -0.18
C3 0.3256 -0.2111 -1.1831  -0.06
C4 0.8240 0.6005 -0.0315  -0.31
O2 1.2937 0.0690 1.1769  -0.01
H1 -0.9104 -1.4392 0.7268  0.13
H2 -1.2747 1.3279 -0.6125  0.15
H3 0.4800 0.1650 -2.1927  0.11
H4 0.3563 -1.2986 -1.1172  0.11
H5 1.3448 1.5307 -0.2371  0.15
H6 1.2853 -0.8957 1.1795  0.10

Computed properties:
- HOMO energy (eV) = -9.8
- SMILES = O=C[C@@H]1C[C@@H]1O
- gap between HOMO and LUMO (eV) = 10.697
- electronic energy (eV) = -8338.443

# 7
DFT (wB97M-V/def2-TZVPD) results for a single C4H6O2 molecule.

Each line ends with the Löwdin charge.
Geometry (Å):
O1 1.0876 -1.4085 -2.3948  0.00
C1 0.4948 -0.2049 -2.1401  -0.20
C2 0.0552 0.1633 -0.9594  -0.01
C3 0.0387 0.5717 0.2840  -0.10
C4 -0.9902 0.4455 1.3750  -0.27
O2 -0.4982 -0.4407 2.3698  -0.07
H1 1.1105 -1.9061 -1.5641  0.11
H2 0.4511 0.4219 -3.0266  0.12
H3 0.9662 1.0356 0.6369  0.11
H4 -1.1710 1.4501 1.7927  0.11
H5 -1.9455 0.0309 1.0401  0.12
H6 0.4009 -0.1589 2.5865  0.08

Computed properties:
- HOMO energy (eV) = -9.0
- SMILES = OC=C=CCO
- gap between HOMO and LUMO (eV) = 9.694
- electronic energy (eV) = -8337.739

# 8
DFT (wB97M-V/def2-TZVPD) results for C4H6O2 as an isolated structure.

Each line ends with the Löwdin charge.
Geometry (Å):
C1 0.5103 0.3545 0.4884  -0.35
C2 0.1385 0.0357 -0.7773  -0.35
C3 -0.6033 -0.1815 1.2433  0.02
C4 -1.0195 -0.7952 -0.5206  0.02
O1 1.6451 0.9012 1.0291  0.05
O2 0.5710 0.4327 -2.0160  0.05
H1 2.3774 0.8143 0.4056  0.11
H2 1.0657 1.2584 -1.9389  0.11
H3 -0.3923 -0.8658 2.0650  0.09
H4 -1.4695 0.4486 1.3994  0.08
H5 -1.9569 -0.5480 -1.0189  0.09
H6 -0.8666 -1.8546 -0.3591  0.08

Computed properties:
- HOMO energy (eV) = -8.0
- gap between HOMO and LUMO (eV) = 8.544
- electronic energy (eV) = -8337.531

# 9
DFT (wB97M-V/def2-TZVPD) results for C4H6O2 as an isolated structure.

Each line ends with the Löwdin charge.
Geometry (Å):
O1 0.5552 2.0751 -0.6762  0.07
C1 0.9950 0.8499 -0.7680  -0.12
C2 -1.2563 -1.4069 0.1312  -0.08
C3 -1.5989 -0.3625 0.8782  -0.07
C4 1.8886 0.1311 -0.0142  -0.24
O2 2.8891 0.6094 -0.6108  0.01
H1 0.2725 2.2998 -1.5797  0.13
H2 -1.5959 -2.4138 0.3670  0.05
H3 -0.6211 -1.2945 -0.7456  0.03
H4 -2.2355 -0.4673 1.7554  0.05
H5 -1.2670 0.6462 0.6379  0.03
H6 1.8436 -0.7341 0.6785  0.13

Computed properties:
- HOMO energy (eV) = -8.6
- gap between HOMO and LUMO (eV) = 8.972
- electronic energy (eV) = -8335.134

# 10
DFT (wB97M-V/def2-TZVPD) results for a single C4H6O2 molecule.

Each line ends with the Löwdin charge.
Geometry (Å):
C1 -1.3160 -0.2311 -0.8690  0.07
C2 -0.6842 -0.2834 0.3024  -0.37
O1 -1.0424 -1.1268 1.3103  0.04
C3 0.5348 0.5056 0.6440  -0.24
C4 1.7035 0.4170 -0.2435  -0.10
O2 0.8605 1.5568 -0.2444  -0.03
H1 -1.0934 0.5372 -1.5970  0.07
H2 -2.0669 -0.9792 -1.1089  0.07
H3 -1.9189 -1.4624 1.0752  0.11
H4 0.6962 0.7114 1.7031  0.15
H5 1.6200 -0.2183 -1.1259  0.12
H6 2.7068 0.5732 0.1537  0.11

Computed properties:
- HOMO energy (eV) = -9.0
- SMILES = C=C(O)[C@H]1CO1
- gap between HOMO and LUMO (eV) = 9.900
- electronic energy (eV) = -8338.206